(1)
Density functional theory data (wB97M-V/def2-TZVPD) for a cluster of 3 separate species, C19H31Br2F3NO10P in total.

ORCA input file:
```
! RIJCOSX wB97M-V def2-TZVPD def2/J DEFGRID3
* xyz 0 1
C 3.94229 -2.92327 1.98804
C -5.04694 2.77589 -2.42297
F 5.29341 -4.53421 -0.98309
H -1.88114 2.97096 2.35544
C 5.19854 -3.41197 -0.08609
Br 3.78672 0.38443 1.05941
H -1.74915 0.04384 2.21493
O -2.82073 1.88020 0.72650
H -0.37590 -2.20182 5.01944
H -0.00900 -0.95067 0.42500
H 3.25113 0.53338 -2.04343
H -2.98601 0.26903 -0.62553
H 3.81055 -0.54907 -4.33299
O 1.43278 -1.08428 -3.38822
C -0.36871 -1.57305 4.05224
C 0.97800 -1.03032 -2.10517
H 3.52170 1.14312 -4.80365
O -3.73179 2.73873 -2.95777
O -2.02796 4.23031 -2.88631
C -0.92293 -1.54782 0.74036
C -3.18661 3.96857 -2.74107
C -5.39698 4.23182 -2.51592
H -3.03558 -1.04094 1.30559
O 1.30709 0.15117 -1.51403
H 5.60603 -1.36762 4.26185
C -6.38069 4.68769 -1.45996
H -5.93954 4.63027 -0.46110
H -1.19717 0.85260 -0.32937
H 1.91358 -3.78844 1.68327
H -0.26629 -3.64422 1.11459
H -5.71947 2.15045 -3.01278
O 4.89124 -0.83735 3.84656
C -2.22765 0.69333 0.13565
H -1.35107 -2.03148 -0.21485
C 2.23996 0.79044 -2.37507
C 0.29013 -0.16821 4.41982
C -0.62779 -2.75620 1.75412
O -4.13284 4.86027 -2.33353
H -1.59447 -3.12528 2.27118
H -1.48111 -1.46175 3.77039
H -1.93897 3.85258 0.73448
H 2.11817 1.87434 -2.33680
N 4.64518 -3.93848 1.15612
Br 0.81991 1.24385 3.14690
F 6.54764 -2.95821 0.04214
H 0.67610 -3.45266 3.41961
C -2.03390 -0.49858 1.23565
C 2.36786 -2.73143 1.58391
H 4.04618 -4.76726 0.97618
C 0.41473 -2.42914 2.94216
P 4.88717 -1.26894 2.17555
C 1.88720 0.22609 -3.71990
O 0.37082 -1.90645 -1.56069
F 4.39556 -2.46238 -0.75780
H -6.64945 5.73477 -1.62203
H 2.72160 -0.18916 -5.65826
H -0.74825 2.48570 0.99168
H 2.21950 -2.35589 0.51943
H -5.01591 2.39625 -1.39651
H -5.76682 4.49128 -3.51410
H 3.89869 -3.36150 3.05911
O 1.67174 -1.85362 2.51222
C 3.05612 0.16295 -4.67907
O 0.46195 0.08032 5.64105
C -1.81865 2.80694 1.21433
H -7.29356 4.08820 -1.48144
H 1.05378 0.77191 -4.17542
*
```

Its structure (SMILES) is COCCCC[C@H](CC(=O)Br)OC[C@@H](NC(F)(F)F)P(O)Br.C[C@@H]1COC(=O)O1.C[C@@H]1COC(=O)O1.


(2)
Density functional theory data (wB97M-V/def2-TZVPD) for an isolated molecule of C4H7N3.

ORCA input file:
```
! RIJCOSX wB97M-V def2-TZVPD def2/J DEFGRID3
* xyz 0 1
N -0.42849 0.95686 -1.16171
C 1.08937 -0.33526 0.19385
N -2.23770 0.17706 0.36081
H 0.23359 1.76632 0.84450
H 2.86371 -1.29418 -0.01428
H -2.89810 -0.21021 -0.30739
C 0.05534 -1.16167 -0.06412
H -0.00810 -2.18545 -0.42017
N 2.45252 -0.44101 0.33885
H -2.34914 -0.34558 1.22479
C 0.22648 0.90914 0.18054
H -1.06723 1.75830 -1.12988
C -0.90811 0.02405 -0.12112
H 2.97586 0.38162 0.07535
*
```

Its structure (SMILES) is NC1=C[C@]2(N)N[C@H]12. The energy relative to the best compared isomer or geometry (same formula, charge and spin) is 2.806 eV.


(3)
Density functional theory data (wB97M-V/def2-TZVPD) for an isolated molecule of C17H21N3O.

ORCA input file:
```
! RIJCOSX wB97M-V def2-TZVPD def2/J DEFGRID3
* xyz 0 1
N -2.40480 0.99548 1.00029
C -1.00890 5.53969 -2.24838
C 0.08427 -1.42571 -0.27592
H -2.92841 1.01148 1.86485
H 2.92120 -5.21188 1.83206
C -0.78341 -0.37231 2.11781
H 2.40291 -7.52872 1.10643
H 0.47307 -4.45014 0.17464
H -1.02794 1.89530 -0.89261
H -3.06504 3.88538 -1.39796
C 0.23055 -1.30821 2.09944
C 1.29079 5.75665 -1.64814
H 2.81254 -5.30749 0.07478
C 1.22804 4.45805 -1.17307
H 2.45596 -2.72172 1.72161
N 0.13135 3.72076 -1.21779
C 0.69175 -1.84048 0.90153
H -2.38169 3.06107 -2.81486
C 0.14152 6.30569 -2.19939
C 1.76931 -2.88489 0.88808
C -2.78969 1.99183 0.13044
C 1.62514 -6.76856 1.11228
C -1.37089 0.06239 0.92995
H 0.95201 -6.95945 0.27925
H 2.20732 6.32209 -1.58876
H 2.09168 3.97557 -0.73370
C 1.16329 -4.28844 1.00584
H -1.92416 5.93027 -2.66582
H 0.40952 -1.84491 -1.21738
H 0.58509 -4.35150 1.93060
C 2.23373 -5.37630 0.99891
C -0.93657 -0.49352 -0.27153
H 0.67579 -1.62776 3.03085
C -2.18460 3.35419 -1.77437
H -1.41822 -0.22178 -1.19724
O -3.79697 2.63587 0.35151
H 0.14407 7.31635 -2.58142
N -1.99927 2.17157 -0.96741
H 1.05922 -6.86333 2.03653
H 2.33980 -2.81918 -0.04083
H -1.12933 0.03251 3.05838
C -0.97001 4.24410 -1.73951
*
```

Its structure (SMILES) is CCCCc1ccc(NC(=O)NCc2ccccn2)cc1. The energy relative to the best compared isomer or geometry (same formula, charge and spin) is 0.228 eV.


Calculated F_max in order - 5.2, 0.4, 0.6 eV Å⁻¹
Calculated frontier orbital gap in order - 8.869, 8.910, 8.991 eV